DFT (wB97M-V/def2-TZVPD) results for 11 unconnected molecules or ions with the total composition C52H59F12N3O8 at a distorted geometry.

Each line ends with the Mulliken charge.
CARTESIAN COORDINATES (ANGSTROEM)
N 6.008 -1.744 -6.572  -0.035
C 5.329 -0.640 -7.100  -0.588
C 5.468 -0.826 -8.488  -0.295
C 6.076 -1.985 -8.842  -0.415
C 6.510 -2.539 -7.602  -0.314
H 6.068 -1.950 -5.585  0.192
H 4.718 0.067 -6.559  0.353
H 5.071 -0.155 -9.235  0.363
H 6.408 -2.403 -9.781  0.371
H 7.132 -3.411 -7.462  0.369
N -9.108 -6.227 1.001  -0.019
C -8.269 -5.160 1.278  -0.459
C -6.989 -5.480 0.921  -0.369
C -7.040 -6.764 0.355  -0.428
C -8.345 -7.237 0.449  -0.375
H -10.095 -6.261 1.214  0.197
H -8.665 -4.210 1.607  0.356
H -6.129 -4.853 1.101  0.376
H -6.239 -7.426 0.061  0.363
H -8.797 -8.177 0.168  0.360
N 0.292 0.121 -0.638  -0.011
C -0.582 1.088 -0.193  -0.449
C 0.179 2.126 0.391  -0.495
C 1.544 1.762 0.161  -0.287
C 1.589 0.492 -0.359  -0.404
H 0.030 -0.759 -1.060  0.195
H -1.645 1.027 -0.374  0.363
H -0.108 3.111 0.727  0.369
H 2.442 2.313 0.399  0.372
H 2.411 -0.112 -0.715  0.347
C -9.570 4.431 2.766  -0.339
C -10.042 3.538 1.780  -0.368
C -9.386 3.359 0.568  -0.348
C -8.060 3.879 0.484  -0.239
C -7.558 4.556 1.557  -0.507
C -8.316 4.947 2.667  -0.219
H -10.284 4.611 3.556  0.327
H -11.017 3.088 1.891  0.323
H -9.914 2.899 -0.254  0.365
H -7.504 3.630 -0.408  0.363
H -6.692 5.184 1.411  0.268
H -8.007 5.724 3.351  0.374
C -2.646 4.837 8.879  -0.374
C -3.220 5.207 10.062  -0.352
C -2.936 6.445 10.712  -0.353
C -2.016 7.249 10.102  -0.253
C -1.342 6.840 8.947  -0.352
C -1.621 5.645 8.363  -0.320
H -2.878 3.875 8.448  0.357
H -4.086 4.662 10.407  0.308
H -3.328 6.805 11.651  0.355
H -1.766 8.163 10.620  0.321
H -0.557 7.419 8.483  0.329
H -1.207 5.292 7.430  0.333
C 8.269 6.936 4.660  -0.489
C 9.317 7.002 3.774  -0.220
C 9.896 5.927 3.162  -0.345
C 9.364 4.690 3.261  -0.269
C 8.184 4.549 4.047  -0.420
C 7.624 5.666 4.755  -0.271
H 7.827 7.841 5.048  0.345
H 9.723 7.972 3.527  0.308
H 10.758 6.092 2.533  0.322
H 9.934 3.928 2.750  0.351
H 7.708 3.591 4.198  0.339
H 6.799 5.640 5.452  0.351
C 9.632 -3.587 0.834  -0.383
C 10.966 -3.737 0.655  -0.242
C 11.639 -4.832 1.260  -0.442
C 10.912 -5.624 2.177  -0.228
C 9.563 -5.479 2.341  -0.445
C 8.926 -4.398 1.719  -0.234
H 9.297 -2.705 0.309  0.310
H 11.585 -3.103 0.037  0.331
H 12.714 -4.898 1.185  0.337
H 11.557 -6.292 2.729  0.319
H 8.964 -5.997 3.075  0.335
H 7.868 -4.231 1.855  0.342
C 4.279 8.715 -1.785  -1.008
C 3.522 9.736 -2.623  -0.304
O 2.073 9.668 -2.544  -0.301
C 1.385 8.751 -3.256  0.389
O 1.872 7.776 -3.772  -0.514
C -0.139 8.888 -3.083  0.873
F -0.541 10.048 -2.578  -0.250
F -0.670 8.815 -4.241  -0.258
F -0.594 7.893 -2.379  -0.246
H 5.336 8.857 -2.007  0.331
H 3.824 7.751 -2.012  0.292
H 4.113 8.824 -0.714  0.300
H 3.770 9.503 -3.658  0.310
H 3.882 10.758 -2.506  0.386
C 0.199 -4.717 4.948  -1.104
C -0.272 -6.068 5.179  -0.167
O 0.469 -6.599 6.354  -0.298
C 1.660 -7.226 6.038  0.355
O 2.097 -7.314 4.921  -0.494
C 2.452 -7.756 7.275  0.824
F 3.246 -8.813 6.964  -0.227
F 3.364 -6.807 7.626  -0.256
F 1.665 -7.931 8.330  -0.214
H 0.008 -4.110 5.832  0.304
H -0.222 -4.308 4.029  0.345
H 1.281 -4.603 4.882  0.320
H -0.296 -6.682 4.279  0.323
H -1.330 -5.886 5.368  0.291
C -11.535 -0.364 -9.570  -1.099
C -10.487 0.700 -9.089  -0.196
O -9.460 0.076 -8.275  -0.273
C -9.726 -0.433 -7.032  0.365
O -10.851 -0.527 -6.507  -0.532
C -8.525 -1.147 -6.411  0.855
F -7.370 -0.842 -7.042  -0.221
F -8.558 -0.904 -5.074  -0.231
F -8.734 -2.458 -6.506  -0.240
H -11.856 -1.074 -8.808  0.314
H -10.955 -1.035 -10.204  0.318
H -12.336 -0.011 -10.220  0.361
H -11.151 1.458 -8.672  0.258
H -9.993 1.109 -9.970  0.321
C 1.512 -8.735 -2.634  -1.080
C 2.230 -7.508 -3.310  -0.212
O 1.755 -7.222 -4.623  -0.312
C 0.524 -6.596 -4.809  0.453
O -0.241 -6.258 -3.879  -0.516
C 0.086 -6.333 -6.286  0.788
F 0.178 -5.070 -6.670  -0.244
F 0.756 -7.096 -7.121  -0.226
F -1.229 -6.576 -6.493  -0.251
H 2.128 -9.276 -1.915  0.344
H 1.226 -9.372 -3.470  0.296
H 0.507 -8.482 -2.296  0.313
H 3.314 -7.541 -3.418  0.366
H 2.024 -6.668 -2.647  0.279

SMILES string ... CCOC(=O)C(F)(F)F.CCOC(=O)C(F)(F)F.CCOC(=O)C(F)(F)F.CCOC(=O)C(F)(F)F.c1cc[nH]c1.c1cc[nH]c1.c1cc[nH]c1.c1ccccc1.c1ccccc1.c1ccccc1.c1ccccc1
DFT total energy ... -3981.26700 Ha
Energy above the lowest of the compared OMol25 structures with the same formula, charge and spin ... 8.9 kcal/mol

DFT (wB97M-V/def2-TZVPD) results for a molecular structure, C52H60N8OPS3SbSeZr.

Each line ends with the Mulliken charge.
CARTESIAN COORDINATES (ANGSTROEM)
Zr -1.541 0.976 0.011  1.206
C 2.262 3.252 1.222  -2.193
C 0.874 2.695 1.332  1.273
N 0.222 2.355 0.241  0.259
N 0.856 2.749 -0.947  -0.264
C 0.090 2.849 -1.968  0.474
S -1.641 2.546 -1.970  -0.746
S 0.683 3.327 -3.527  -0.059
C 2.399 3.853 -3.179  -0.510
C 2.501 5.322 -2.887  0.407
C 2.870 6.208 -3.892  -0.618
C 2.947 7.569 -3.636  -0.640
C 2.653 8.055 -2.371  -0.468
C 2.283 7.176 -1.362  -0.689
C 2.207 5.816 -1.619  0.220
C 0.246 2.660 2.646  0.405
C 0.856 3.329 3.722  -0.962
C 0.221 3.467 4.936  -1.235
C -1.060 2.949 5.107  -0.837
C -1.676 2.268 4.077  -0.518
C -1.019 2.097 2.868  0.465
O -1.591 1.357 1.906  0.324
H 2.237 4.344 1.237  0.483
H 2.863 2.917 2.064  0.693
H 2.725 2.950 0.290  0.267
H 2.752 3.239 -2.353  -0.047
H 2.953 3.591 -4.080  0.625
H 3.103 5.832 -4.882  0.373
H 3.238 8.250 -4.424  0.404
H 2.715 9.116 -2.170  0.403
H 2.056 7.553 -0.374  0.420
H 1.913 5.127 -0.837  0.236
H 1.831 3.776 3.600  0.475
H 0.709 3.994 5.742  0.442
H -1.574 3.078 6.049  0.485
H -2.668 1.852 4.200  0.365
C 0.230 -1.373 5.931  -1.369
P 0.395 -0.476 4.339  0.832
C 1.969 -1.203 3.725  -1.227
C -0.840 -1.444 3.364  1.370
C -0.505 -1.956 1.967  -0.505
C -0.732 -2.918 3.100  -1.373
C -2.181 -3.430 2.971  -0.122
C -3.010 -2.311 3.575  -1.440
C -2.282 -1.208 3.703  -1.115
H -0.774 -1.222 6.330  0.402
H 0.938 -0.960 6.650  0.472
H 0.414 -2.444 5.827  0.342
H 1.960 -2.299 3.673  0.260
H 2.758 -0.899 4.415  0.639
H 2.221 -0.802 2.740  0.016
H 0.505 -1.812 1.606  0.791
H 0.062 -3.538 3.493  0.697
H -2.360 -4.406 3.418  0.626
H -4.070 -2.398 3.767  0.414
H -2.644 -0.253 4.053  0.565
N -11.023 3.081 -4.891  -0.424
C -10.134 2.890 -4.192  -0.087
C -9.021 2.645 -3.311  0.511
C -8.797 3.488 -2.226  -0.837
C -7.727 3.253 -1.380  -0.532
C -6.901 2.168 -1.624  0.445
C -7.118 1.318 -2.696  -0.076
C -8.178 1.563 -3.549  -0.891
N -5.794 1.921 -0.744  0.255
C -5.825 1.950 0.634  -0.737
C -4.560 1.702 1.049  -0.875
N -3.750 1.533 -0.060  0.447
C -4.535 1.672 -1.121  -0.963
H -9.453 4.329 -2.055  0.465
H -7.529 3.920 -0.552  0.518
H -6.478 0.460 -2.856  0.503
H -8.366 0.911 -4.391  0.452
H -6.735 2.124 1.180  0.587
H -4.169 1.635 2.049  0.470
H -4.219 1.651 -2.152  0.759
Se -1.664 -1.126 -2.459  0.295
N -0.370 -0.492 -1.332  0.300
C 0.735 -0.351 -2.059  0.071
C 2.031 -0.047 -1.564  -0.233
C 3.055 0.027 -2.448  -1.019
C 2.889 -0.204 -3.859  -1.042
C 1.688 -0.535 -4.375  -1.039
C 0.572 -0.632 -3.479  0.993
N -0.629 -0.997 -3.861  -0.778
H 2.183 0.078 -0.499  1.098
H 4.051 0.240 -2.081  0.553
H 3.757 -0.135 -4.501  0.551
H 1.535 -0.745 -5.424  0.635
C 0.797 -3.966 -2.521  -1.309
C 2.296 -3.760 -2.305  1.335
C 3.078 -4.917 -2.917  -1.689
Sb 2.606 -3.396 -0.177  0.339
C 4.571 -2.465 -0.154  1.064
C 5.172 -2.573 1.247  -1.273
C 5.544 -2.913 -1.239  -1.574
C 2.976 -5.433 0.490  0.334
C 4.357 -6.014 0.198  -1.441
C 2.639 -5.531 1.979  -1.262
H 0.559 -4.061 -3.585  0.390
H 0.208 -3.139 -2.112  0.063
H 0.451 -4.880 -2.029  0.439
H 2.598 -2.826 -2.789  -0.453
H 2.791 -5.867 -2.463  0.337
H 4.154 -4.800 -2.807  0.324
H 2.861 -4.994 -3.986  0.473
H 4.324 -1.412 -0.330  -0.159
H 5.434 -3.601 1.496  0.228
H 4.488 -2.210 2.017  0.146
H 6.089 -1.982 1.311  0.453
H 5.800 -3.967 -1.143  0.262
H 6.476 -2.346 -1.163  0.488
H 5.142 -2.752 -2.241  0.265
H 2.229 -6.001 -0.075  0.491
H 5.138 -5.487 0.744  0.227
H 4.610 -5.990 -0.859  0.223
H 4.392 -7.059 0.521  0.470
H 3.330 -4.939 2.584  0.309
H 2.715 -6.566 2.321  0.447
H 1.623 -5.183 2.190  0.099
S -4.071 -3.148 0.845  -0.212
C -2.371 -3.446 1.436  -0.321
C -1.529 -2.264 0.896  -0.456
N -2.433 -1.161 0.461  1.234
C -3.660 -1.545 0.430  -0.806
H -2.023 -4.385 1.009  0.713
H -0.976 -2.583 0.009  0.067
H -4.454 -0.874 0.117  0.163

Total charge ... +2
DFT total energy ... -6755.03249 Ha
Energy above the lowest of the compared OMol25 structures with the same formula, charge and spin ... 17.5 kcal/mol

| no. | lowest unoccupied orbital energy (Ha) |
| --- | --- |
| 1 | 0.0110 |
| 2 | -0.2435 |